A molecular structure, C29H47AsBrIIrNO4Si2. Source: the Open Molecules 2025 dataset; level of theory: ωB97M-V/def2-TZVPD.

The geometry in XYZ format:
```
87
Properties=species:S:1:pos:R:3
Ir -0.194 1.729 -0.145
C 6.460 -3.179 0.081
C 6.206 -1.676 0.198
C 6.819 -0.972 -1.027
C 6.881 -1.158 1.479
C 4.727 -1.339 0.237
C 4.343 0.013 0.454
C 3.032 0.338 0.450
Br 2.510 2.119 0.789
C 1.975 -0.638 0.246
O 0.771 -0.288 0.228
C 2.374 -2.028 0.066
C 3.726 -2.299 0.055
C 1.395 -3.195 -0.094
C -0.084 -2.807 -0.198
C 1.559 -4.103 1.138
C 1.760 -3.979 -1.366
H 7.535 -3.357 0.079
H 6.060 -3.590 -0.848
H 6.035 -3.729 0.922
H 7.890 -1.179 -1.066
H 6.688 0.110 -0.982
H 6.368 -1.333 -1.953
H 7.927 -1.468 1.485
H 6.402 -1.566 2.371
H 6.862 -0.070 1.546
H 5.088 0.776 0.625
H 4.031 -3.324 -0.091
H -0.441 -2.287 0.688
H -0.660 -3.728 -0.310
H -0.283 -2.175 -1.066
H 1.322 -3.562 2.056
H 2.573 -4.494 1.225
H 0.875 -4.950 1.057
H 1.744 -3.330 -2.244
H 1.026 -4.772 -1.519
H 2.741 -4.449 -1.306
I -4.369 0.159 7.500
C -3.723 0.864 5.649
C -2.387 0.735 5.298
C -1.967 1.193 4.057
C -2.878 1.755 3.170
C -4.212 1.882 3.538
C -4.639 1.448 4.783
C -2.456 2.138 1.784
O -3.280 2.236 0.890
O -1.176 2.398 1.637
H -1.681 0.289 5.985
H -0.928 1.114 3.768
H -4.913 2.321 2.840
H -5.674 1.557 5.075
C 0.785 5.985 -1.230
C 0.211 4.805 -0.508
N -0.396 5.021 0.645
O 0.310 3.668 -1.037
H 1.428 6.562 -0.567
H -0.024 6.634 -1.570
H 1.353 5.645 -2.090
H -0.428 5.950 1.031
H -0.771 4.239 1.193
C -5.419 0.229 -0.381
Si -3.889 -0.806 -0.450
C -4.067 -2.183 -1.706
C -3.403 -1.520 1.195
As -2.051 0.482 -1.222
Si -2.533 1.469 -3.328
C -2.393 3.307 -3.096
C -1.195 0.801 -4.441
C -4.222 1.002 -3.941
H -6.189 -0.347 0.141
H -5.784 0.452 -1.383
H -5.250 1.161 0.158
H -4.441 -3.075 -1.197
H -3.118 -2.443 -2.178
H -4.780 -1.927 -2.490
H -2.761 -2.390 1.048
H -4.299 -1.844 1.731
H -2.880 -0.801 1.831
H -1.346 3.605 -3.021
H -2.903 3.616 -2.180
H -2.848 3.836 -3.938
H -0.226 0.840 -3.939
H -1.118 1.374 -5.368
H -1.401 -0.240 -4.701
H -5.004 1.462 -3.335
H -4.370 -0.078 -3.945
H -4.339 1.361 -4.967
```

Output
⟨S²⟩: 8.789
Total charge: +1
ΔE to the lowest compared entry with this formula, charge and spin in kJ/mol: 15.4
HOMO-LUMO gap (spin up / spin down) in eV: 7.925 / 5.409
Strongest force on any atom in eV/Å: 0.6
Spin multiplicity: 6
Total energy in Ha: -7279.5642

Taken from the Mulliken analysis, the atomic charges in e are: 2.34 -2.03 2.00 -1.54 -1.62 -0.22 -0.71 -0.77 -0.29 0.98 -1.08 -0.12 0.18 2.36 -2.31 -1.78 -1.82 0.44 0.40 0.43 0.43 0.36 0.37 0.46 0.39 0.33 0.48 0.37 0.30 0.61 0.38 0.37 0.39 0.46 0.41 0.47 0.39 0.11 -0.09 -0.57 -0.33 0.17 -0.25 -0.58 0.55 -0.62 -1.44 0.39 0.39 0.43 0.40 -1.39 0.87 -0.13 -0.77 0.45 0.36 0.31 0.21 0.24 -0.98 0.66 -1.32 -0.91 0.02 0.29 -0.92 -1.09 -0.97 0.43 0.33 0.20 0.41 0.34 0.36 0.30 0.42 0.15 0.13 0.29 0.48 0.30 0.38 0.29 0.27 0.27 0.38

***

A molecular structure, C29H47BN9ORuS4 at a distorted geometry. Source: the Open Molecules 2025 dataset; level of theory: ωB97M-V/def2-TZVPD.

The geometry in XYZ format:
```
92
Properties=species:S:1:pos:R:3
Ru -0.396 -0.111 3.212
C -0.903 -5.119 1.238
C -0.458 -3.946 0.447
C 0.087 -4.042 -0.809
C 0.511 -2.879 -1.492
N 0.482 -1.718 -0.882
N -0.009 -1.604 0.336
B 0.182 -0.214 0.981
N 1.671 0.176 0.826
N 1.987 0.695 -0.336
C 3.217 1.071 -0.587
C 4.220 0.916 0.400
C 3.910 0.356 1.620
C 4.891 0.159 2.717
C 2.559 -0.038 1.810
S 1.985 -0.749 3.256
C 3.479 1.689 -1.940
C 4.577 0.890 -2.653
C 3.914 3.150 -1.744
C 2.205 1.657 -2.788
N -0.717 0.863 0.435
N -1.575 0.556 -0.513
C -2.412 1.452 -0.976
C -2.395 2.777 -0.485
C -1.501 3.128 0.501
C -1.442 4.478 1.118
C -0.644 2.109 0.982
S 0.408 2.350 2.301
C -3.405 0.993 -2.015
C -4.810 1.050 -1.397
C -3.354 1.909 -3.245
C -3.087 -0.441 -2.437
C -0.538 -2.643 1.013
S -1.272 -2.403 2.527
C 0.991 -2.911 -2.931
C 2.454 -2.449 -2.996
C 0.112 -1.941 -3.736
C 0.861 -4.311 -3.537
H -0.838 -6.034 0.659
H -1.929 -4.990 1.584
H -0.274 -5.218 2.123
H 0.205 -5.008 -1.268
H 5.223 1.257 0.201
H 5.873 0.533 2.443
H 4.968 -0.902 2.955
H 4.561 0.660 3.628
H 5.517 0.907 -2.109
H 4.749 1.314 -3.638
H 4.272 -0.145 -2.776
H 4.864 3.227 -1.224
H 3.162 3.697 -1.180
H 4.021 3.626 -2.714
H 1.846 0.639 -2.899
H 2.412 2.063 -3.772
H 1.419 2.249 -2.327
H -3.098 3.505 -0.859
H -2.140 5.152 0.635
H -0.437 4.889 1.036
H -1.673 4.418 2.182
H -5.058 2.054 -1.064
H -4.885 0.373 -0.550
H -5.537 0.749 -2.147
H -3.720 2.908 -3.025
H -3.984 1.488 -4.027
H -2.341 1.989 -3.629
H -3.107 -1.110 -1.581
H -2.098 -0.475 -2.881
H -3.813 -0.785 -3.168
H 2.572 -1.514 -2.454
H 2.743 -2.294 -4.033
H 3.119 -3.193 -2.562
H 0.151 -0.945 -3.301
H -0.918 -2.293 -3.743
H 0.465 -1.892 -4.764
H 1.540 -5.018 -3.065
H 1.111 -4.269 -4.594
H -0.159 -4.679 -3.455
N -1.491 1.908 4.605
N -2.883 2.013 4.679
C -3.680 1.273 3.899
N -4.998 1.329 4.077
S -3.058 0.332 2.642
H -1.117 1.403 5.417
H -1.057 2.830 4.562
H -3.294 2.513 5.465
H -5.435 1.884 4.798
H -5.600 0.793 3.472
C -0.385 -1.656 5.919
O -0.531 -0.513 5.193
H -0.254 -1.398 6.981
H 0.488 -2.251 5.599
H -1.277 -2.300 5.828
```

Output
⟨S²⟩: 0.903
Total charge: +2
ΔE to the lowest compared entry with this formula, charge and spin in kJ/mol: 243.8
HOMO-LUMO gap (spin up / spin down) in eV: 5.905 / 6.423
Strongest force on any atom in eV/Å: 3.1
Spin multiplicity: 2
Total energy in Ha: -3413.3190

Taken from the Mulliken analysis, the atomic charges in e are: -0.41 -1.98 0.30 -0.40 -0.41 -0.11 0.56 0.26 0.32 0.06 0.06 -0.62 0.33 -1.85 0.56 -0.48 2.26 -1.46 -1.78 -1.89 0.67 -0.20 -0.15 -0.55 -0.05 -1.72 1.37 -0.31 2.01 -1.73 -1.72 -1.91 0.68 -0.22 2.45 -1.18 -1.44 -2.46 0.40 0.43 0.39 0.64 0.49 0.41 0.40 0.39 0.38 0.49 0.17 0.37 0.33 0.48 0.19 0.56 0.30 0.51 0.46 0.37 0.33 0.38 0.35 0.47 0.37 0.48 0.34 0.27 0.23 0.54 -0.25 0.44 0.44 0.06 0.44 0.53 0.48 0.41 0.52 -0.44 -0.35 0.86 -0.44 -0.32 0.36 0.29 0.22 0.20 0.21 -0.73 -0.55 0.30 0.26 0.28

***

- Number 2 is which compound?
  C29H47BN9ORuS4

***

- What is the formula in the first record?
  C29H47AsBrIIrNO4Si2

***

- strongest force on any atom of number 1 (C29H47AsBrIIrNO4Si2)?
  0.6 eV/Å

***

- Look up the spin multiplicity of the second one.
  2